1.
An isolated molecule of C6H5Cl4N at a distorted geometry, computed with ωB97M-V/def2-TZVPD.

Last column: natural (NBO) charge in e.
Positions of all 16 atoms, in Å:
C (-1.501, -0.584, -0.480)  -0.196
C (-1.382, 0.827, 1.655)  -0.345
C (-1.956, 0.052, 0.793)  -0.146
C (-0.242, -0.605, -1.022)  0.071
C (0.769, 1.285, -0.175)  0.236
C (2.032, -0.701, -0.126)  -0.428
N (0.837, -0.009, -0.340)  -0.423
Cl (-3.844, -0.329, 1.010)  -0.219
Cl (0.289, -1.701, -2.290)  0.012
Cl (1.995, 2.093, 0.741)  0.106
Cl (-0.100, 2.308, -1.147)  0.181
H (-2.339, -0.906, -1.093)  0.255
H (-1.772, 0.952, 2.693)  0.203
H (2.463, -0.435, 0.829)  0.236
H (1.938, -1.735, -0.122)  0.239
H (2.814, -0.512, -0.927)  0.217

Atomic forces in eV per Å
C 0.1246 1.2402 -0.3695
C 1.2614 0.2998 0.9271
C -0.8181 -0.7198 -1.4811
C -1.2771 -1.1262 1.3355
C 0.2608 0.7863 2.1335
C 3.4300 0.3487 -0.1691
N -1.1169 0.4947 -1.6443
Cl 0.9358 -0.1247 -0.1730
Cl -0.5758 0.5648 0.1028
Cl -0.3215 -0.3276 -0.2291
Cl -0.7694 0.4137 -0.4987
H 0.4056 -0.6375 0.1104
H 0.1600 0.2471 -1.0759
H 0.0716 0.1634 0.1892
H -0.8312 -1.7983 0.0301
H -0.9399 0.1752 0.8123

For the LUMO energy (alpha / beta), the calculation gives -1.15 / -1.45 eV. The calculation puts the energy above the lowest of the compared OMol25 structures with the same formula, charge and spin at 170.5 kJ/mol. As for the spin multiplicity: 1. As for the total energy: -2126.95332 Eh. The calculation puts the gap between HOMO and LUMO (alpha / beta) at 0.2455 / 0.2135 hartree.

***

2.
An isolated molecule of C6H5ClF3NOS at a distorted geometry, computed with ωB97M-V/def2-TZVPD.

Last column: natural (NBO) charge in e.
Positions of all 18 atoms, in Å:
C (0.633, -0.161, 2.374)  -0.295
C (0.548, -0.511, -1.129)  0.148
C (1.961, -0.349, 2.107)  0.256
C (-0.608, 1.049, 0.078)  -0.146
C (-1.751, 1.909, -0.208)  -0.689
C (0.899, -1.860, -1.661)  0.902
N (-0.529, -0.121, -0.682)  -0.302
O (2.847, -1.185, 2.088)  -0.537
F (-0.098, -2.523, -2.368)  -0.334
F (1.968, -1.827, -2.457)  -0.298
F (1.153, -2.708, -0.658)  -0.296
S (-0.692, 0.675, 2.013)  0.489
Cl (-2.207, -0.998, -0.834)  -0.059
H (2.080, 0.694, 2.088)  0.184
H (0.297, 1.568, 0.172)  0.246
H (-2.543, 1.952, 0.497)  0.235
H (-2.299, 1.438, -1.012)  0.253
H (-1.658, 2.959, -0.407)  0.245

Atomic forces in eV per Å
C -1.3640 0.3717 0.0185
C 1.3393 -0.9435 -0.0450
C 0.1992 -3.2479 0.3633
C -1.3235 0.8159 3.1909
C -2.1031 0.4841 -1.2363
C -1.1286 -1.9377 -0.9353
N 0.3342 -0.7871 -0.7255
O -0.7466 0.6862 -0.3163
F 0.6393 1.1652 0.1499
F -0.2644 0.3299 0.1225
F 0.2881 0.6555 0.4592
S 0.5683 -0.9740 -0.8003
Cl 0.2153 -0.0831 0.2738
H 1.3794 2.8685 -0.0281
H 1.4335 0.3393 -0.8648
H -0.5374 -0.4773 1.5044
H -0.0189 0.3470 -0.6738
H 1.0898 0.3872 -0.4570

For the LUMO energy, the calculation gives -1.23 eV. The calculation puts the energy above the lowest of the compared OMol25 structures with the same formula, charge and spin at 344.4 kJ/mol. As for the spin multiplicity: 1. As for the total energy: -1519.36489 Eh. The calculation puts the gap between HOMO and LUMO at 0.2923 hartree.

***

3.
An isolated molecule of C6H5ClN2O2 at a distorted geometry, computed with ωB97M-V/def2-TZVPD.

Last column: natural (NBO) charge in e.
Positions of all 16 atoms, in Å:
C (0.120, -1.739, 0.242)  0.603
C (0.029, -0.279, -0.273)  0.101
C (-0.906, 1.839, 0.237)  0.030
C (0.087, 2.488, -0.528)  -0.228
C (0.883, 1.738, -1.350)  -0.229
C (0.962, 0.369, -1.219)  -0.016
H (-0.038, -3.783, 1.551)  0.493
H (-1.541, -1.427, 1.595)  0.432
H (-1.700, 2.529, 0.721)  0.213
H (-0.068, 3.674, -0.523)  0.235
H (1.535, 2.454, -1.892)  0.249
N (-0.958, -2.080, 0.949)  -0.328
N (-0.969, 0.461, 0.300)  -0.426
O (-0.886, -3.258, 1.807)  -0.570
O (1.045, -2.458, 0.195)  -0.583
Cl (2.406, -0.528, -1.815)  0.024

Atomic forces in eV per Å
C -1.7684 3.0922 0.6575
C 0.2114 2.0219 -1.2168
C -0.2156 -0.6390 -0.4675
C -3.5821 1.9434 1.2248
C 1.6080 1.8917 -0.1986
C -0.0810 -2.1075 2.1027
H -1.7590 1.6610 0.1798
H 1.6343 -1.0299 -2.4204
H 1.2560 -1.8769 -0.5064
H 1.0691 -2.8344 -0.3670
H 0.1202 -1.5995 -0.3513
N -3.3873 -0.4401 3.8588
N 1.3012 1.4294 -0.0313
O 1.9221 -0.2923 -1.5146
O 3.2153 -2.1009 -1.0885
Cl -1.5443 0.8809 0.1388

For the LUMO energy, the calculation gives -0.13 eV. The calculation puts the energy above the lowest of the compared OMol25 structures with the same formula, charge and spin at 266.6 kJ/mol. The SMILES is O=C(NO)c1ncccc1Cl. As for the spin multiplicity: 1. As for the total energy: -951.71958 Eh. The calculation puts the gap between HOMO and LUMO at 0.3429 hartree.

***

4.
A cluster of 2 separate species, C6H5ClNOS in total at a distorted geometry, computed with ωB97M-V/def2-TZVPD.

Last column: natural (NBO) charge in e.
Positions of all 15 atoms, in Å:
C (2.363, -0.443, -0.135)  -0.302
C (2.017, 0.876, -0.383)  -0.244
C (1.454, -1.347, 0.275)  -0.221
C (0.696, 1.235, -0.153)  -0.304
C (0.092, -1.022, 0.487)  -0.302
C (-0.150, 0.312, 0.449)  -0.241
N (-3.015, 1.365, 0.172)  -0.073
O (-2.708, 2.012, -0.803)  -0.323
S (-3.796, 0.148, 0.654)  0.595
Cl (-4.438, -1.743, -0.522)  -0.513
H (3.234, -0.943, -0.411)  0.190
H (2.842, 1.475, -0.693)  0.184
H (1.746, -2.331, 0.648)  0.172
H (0.222, 2.231, -0.353)  0.197
H (-0.558, -1.827, 0.769)  0.185

Atomic forces in eV per Å
C -0.2755 0.0293 -0.1673
C -0.1193 -0.3463 -0.2053
C -2.4766 -1.7599 1.3280
C -0.0671 0.7470 0.5758
C 2.8919 0.0606 0.1775
C -3.0275 0.7697 -0.7130
N -0.4880 1.5046 -2.0193
O 0.2482 -0.6636 1.3226
S 0.2002 -1.0484 0.6006
Cl -0.0164 0.3232 0.0830
H 2.1974 0.2520 -0.2172
H 0.1083 1.0044 -0.5809
H 0.3533 -0.2336 -0.7431
H 1.1111 -0.5976 0.1843
H -0.6401 -0.0413 0.3742

For the LUMO energy (alpha / beta), the calculation gives 2.76 / 2.01 eV. The total charge is -1. The calculation puts the energy above the lowest of the compared OMol25 structures with the same formula, charge and spin at 309.2 kJ/mol. As for the spin multiplicity: 1. As for the total energy: -1219.82907 Eh. The calculation puts the gap between HOMO and LUMO (alpha / beta) at 0.1986 / 0.1350 hartree.

***

5.
A cluster of 2 separate species, C6H5ClO2S in total at a distorted geometry, computed with ωB97M-V/def2-TZVPD.

Last column: natural (NBO) charge in e.
Positions of all 15 atoms, in Å:
C (-1.837, -0.274, 0.257)  -0.370
C (-1.375, -0.712, 1.650)  0.453
C (-1.028, 0.847, -0.204)  0.014
C (-0.323, 1.760, -0.544)  -0.263
C (1.484, -0.076, -0.194)  0.395
C (2.425, -0.504, -1.281)  -0.389
H (-1.762, -1.129, -0.418)  0.268
H (-1.524, 0.048, 2.440)  0.129
H (0.296, 2.574, -0.856)  0.250
H (1.649, 0.947, 0.194)  0.144
H (2.255, -1.515, -1.657)  0.219
O (-0.889, -1.791, 1.857)  -0.482
O (0.615, -0.805, 0.219)  -0.515
S (3.587, 0.456, -1.840)  0.167
Cl (-3.572, 0.173, 0.379)  -0.020

Atomic forces in eV per Å
C -0.0188 -0.0741 -0.0589
C 0.1489 -0.8449 0.2902
C -0.4811 1.2250 -0.2794
C -1.0307 0.2950 -0.0362
C 0.5160 -0.7796 0.1871
C 0.1605 0.0033 0.0333
H 0.0005 0.1626 0.0968
H 0.0194 -0.0299 -0.0439
H -0.1852 -0.1211 0.0312
H 0.0726 -0.2892 -0.0522
H 0.0102 0.1154 0.0249
O -1.0068 0.5343 0.4281
O 2.0223 -0.0740 -0.7752
S -0.3030 -0.1443 0.1573
Cl 0.0750 0.0215 -0.0030

For the LUMO energy, the calculation gives -1.87 eV. The calculation puts the energy above the lowest of the compared OMol25 structures with the same formula, charge and spin at 380.9 kJ/mol. The SMILES is C#C[C@H](Cl)C=O.O=CC=S. As for the spin multiplicity: 1. As for the total energy: -1240.32584 Eh. The calculation puts the gap between HOMO and LUMO at 0.2891 hartree.

***

6.
An isolated molecule of C6H5F2NO2S2 at a distorted geometry, computed with ωB97M-V/def2-TZVPD.

Last column: natural (NBO) charge in e.
Positions of all 18 atoms, in Å:
C (1.280, 1.550, 2.294)  -0.218
C (-0.105, 1.709, 2.366)  -0.201
C (1.917, 0.864, 1.253)  -0.201
C (-0.941, 1.323, 1.313)  -0.215
C (1.102, 0.520, 0.158)  -0.212
C (-0.326, 0.720, 0.195)  0.097
N (-0.959, 0.405, -0.963)  -0.764
O (-1.065, -2.205, -1.337)  -0.871
O (-1.403, -4.377, -2.224)  -0.860
F (0.476, -1.041, -2.789)  -0.609
F (-1.833, -2.321, -3.561)  -0.533
S (-1.133, -0.655, -1.995)  1.632
S (-0.743, -3.172, -2.617)  1.826
H (1.866, 2.065, 3.012)  0.216
H (-0.676, 2.207, 3.184)  0.224
H (2.997, 0.658, 1.144)  0.229
H (-1.998, 1.576, 1.360)  0.228
H (1.542, 0.173, -0.791)  0.231

Atomic forces in eV per Å
C -0.1643 -0.1884 0.1045
C -0.9647 0.2969 -0.3640
C -1.1349 0.1724 -1.4199
C 0.9489 -0.4179 -0.6069
C -0.5958 0.1055 0.6520
C 2.8634 0.2072 1.4582
N -2.0834 -1.4205 -2.3758
O 0.3404 0.8317 -0.2866
O 0.2374 0.0402 -0.4453
F -1.0315 0.7546 0.6046
F 0.3437 -1.0912 -0.2596
S 1.3737 2.6951 1.4432
S -1.0391 -1.7112 0.0997
H 0.5387 -0.0230 0.8799
H 1.2211 -0.2824 -0.4279
H -0.7229 0.4853 0.4983
H 0.1655 -0.3684 -0.2218
H -0.2963 -0.0859 0.6674

For the LUMO energy, the calculation gives -0.38 eV. The calculation puts the energy above the lowest of the compared OMol25 structures with the same formula, charge and spin at 0.0 kJ/mol. The SMILES is O=[S@]1(F)=[S@@](F)(=Nc2ccccc2)O1. As for the spin multiplicity: 1. As for the total energy: -1432.88454 Eh. The calculation puts the gap between HOMO and LUMO at 0.3196 hartree.